Formula: H12LiO6
Source: the OMol25 dataset
Level of theory: wB97M-V/def2-TZVPD

```
19
Properties=species:S:1:pos:R:3
Li -15.343 -1.282 12.705
O -15.728 -0.410 11.604
H -14.990 0.199 11.561
H -16.263 -0.194 10.840
O -15.230 -0.113 13.725
H -14.466 0.445 13.871
H -15.963 0.498 13.652
O -15.669 -2.663 11.683
H -15.568 -3.487 12.160
H -14.912 -2.630 11.098
O -13.891 -1.295 12.556
H -13.528 -0.501 12.947
H -13.184 -1.639 12.010
O -15.855 -2.164 14.031
H -15.402 -2.846 14.527
H -16.753 -2.182 14.362
O -17.930 -0.770 12.119
H -17.057 -0.950 11.771
H -17.780 -0.154 12.837
```

Properties
Net charge: +1
Energy (Eh): -465.78137
E_HOMO (eV): -14.8
LUMO level (eV): -3.970
HOMO-LUMO gap (eV): 10.9
Energy relative to the best compared isomer or geometry (same formula, charge and spin) (kJ/mol): 734.5

***

Formula: H12MnO6
Source: the OMol25 dataset
Level of theory: wB97M-V/def2-TZVPD

```
19
Properties=species:S:1:pos:R:3
Mn 0.034 -0.007 -0.033
O 0.278 0.965 -1.981
H -0.189 1.705 -2.395
H 0.972 0.719 -2.611
O -1.520 -1.298 -0.917
H -2.326 -1.594 -0.469
H -1.410 -1.882 -1.682
O -0.351 -0.997 1.920
H -0.963 -0.571 2.538
H 0.054 -1.720 2.422
O 1.554 1.209 0.911
H 1.930 2.052 0.615
H 1.730 1.155 1.863
O 1.517 -1.439 -0.601
H 2.435 -1.124 -0.640
H 1.580 -2.387 -0.408
O -1.492 1.475 0.419
H -1.595 2.032 1.205
H -2.238 1.708 -0.155
```

Properties
Net charge: +2
2S+1: 6
Energy (Eh): -1609.15533
E_HOMO (alpha / beta) (eV): -18.3 / -20.3
LUMO level (alpha / beta) (eV): -6.961 / -6.934
HOMO-LUMO gap (alpha / beta) (eV): 11.4 / 13.3
Expectation value of S²: 8.75
Energy relative to the best compared isomer or geometry (same formula, charge and spin) (kJ/mol): 0.0

***

Formula: H12NaO6
Source: the OMol25 dataset
Level of theory: wB97M-V/def2-TZVPD

```
19
Properties=species:S:1:pos:R:3
Na -5.845 -17.556 13.972
O -7.660 -17.562 12.201
H -7.790 -16.820 11.598
H -8.083 -18.312 11.766
O -4.553 -15.896 15.287
H -4.635 -14.959 15.507
H -3.780 -16.197 15.780
O -7.095 -18.539 15.712
H -6.878 -18.211 16.595
H -8.055 -18.643 15.712
O -4.806 -16.000 12.250
H -4.816 -15.145 11.803
H -3.959 -16.021 12.715
O -3.332 -18.428 14.045
H -3.000 -18.661 13.167
H -2.587 -18.007 14.492
O -5.765 -20.247 13.612
H -5.036 -20.815 13.891
H -6.081 -20.634 12.786
```

Properties
Net charge: +1
Energy (Eh): -620.81155
E_HOMO (eV): -14.9
LUMO level (eV): -3.127
HOMO-LUMO gap (eV): 11.8
Energy relative to the best compared isomer or geometry (same formula, charge and spin) (kJ/mol): 17.9

***

Formula: H12O6
Source: the OMol25 dataset
Level of theory: wB97M-V/def2-TZVPD

```
18
Properties=species:S:1:pos:R:3
O 2.079 -1.524 2.779
H 1.746 -2.351 2.469
H 1.249 -1.111 3.145
O -1.952 -0.931 -0.506
H -1.587 -0.780 -1.370
H -2.827 -0.628 -0.558
O -1.145 -0.657 2.571
H -0.765 -0.707 1.671
H -1.823 0.073 2.426
O 0.152 0.276 -3.002
H -0.239 -0.239 -3.633
H -0.236 1.091 -2.655
O -0.425 3.295 -1.607
H 0.484 3.094 -1.147
H -0.986 3.141 -0.843
O 1.481 -0.463 -0.245
H 1.486 -1.370 0.019
H 1.967 -0.168 0.564
```

Properties
Net charge: 0
Energy (Eh): -458.59966
E_HOMO (eV): -11.3
LUMO level (eV): 0.209
HOMO-LUMO gap (eV): 11.5
Energy relative to the best compared isomer or geometry (same formula, charge and spin) (kJ/mol): 191.2
SMILES: O.O.O.O.O.O

***

| no. | strongest force on any atom (Eh/bohr) |
| --- | --- |
| 1 | 0.18326 |
| 2 | 0.01144 |
| 3 | 0.00822 |
| 4 | 0.08725 |